8 unconnected molecules or ions with the total composition C57H72ClN9O6, computed with wB97M-V/def2-TZVPD.

```
145
Properties=species:S:1:pos:R:3:forces:R:3
C -6.0547 -0.2870 4.9429 0.159 -0.274 -0.015
C -5.0453 -1.2035 4.2775 0.074 0.190 0.178
O -4.8423 -2.3443 5.0926 -0.287 -0.019 -0.070
C -4.6213 -3.5715 4.4253 0.129 -0.068 0.090
C -3.1496 -3.9979 4.4410 -0.040 0.005 -0.016
O -2.5610 -4.0520 3.1542 0.298 0.003 0.199
C -2.1889 -2.7912 2.6348 -0.186 -0.096 -0.277
C -0.9680 -2.9726 1.7277 -0.261 -0.024 -0.020
O 0.0559 -2.0249 1.9703 0.090 0.048 0.105
C -0.3260 -0.6983 1.6474 -0.032 -0.341 0.154
C 0.9227 0.1721 1.4707 0.132 0.499 0.021
C 1.4719 0.7419 2.7996 0.209 -0.391 0.119
C 1.1190 -0.0209 4.0882 -0.105 0.285 0.156
N 2.1632 0.1546 5.0993 -0.219 -0.648 -0.193
C 1.6472 0.0533 6.4764 0.246 0.684 0.088
C 0.9170 1.3323 6.9196 -0.136 -0.369 -0.376
C 3.3664 -0.5698 4.9179 0.032 0.271 0.021
C 3.3720 -1.8741 4.1499 0.188 0.075 -0.392
O 4.3839 -0.1871 5.4423 -0.019 -0.110 0.232
O 0.6329 1.2505 0.5867 -0.137 -0.063 -0.022
C -0.5437 1.9849 0.8703 0.036 0.074 -0.089
C 2.0175 -0.6558 0.7728 0.079 -0.052 -0.466
Cl 3.3124 0.4163 0.1019 0.141 0.146 0.382
O 1.5082 -1.3723 -0.2888 -0.509 0.003 0.209
C 1.8425 -2.7465 -0.3628 0.213 0.052 -0.307
C 0.8145 -3.4570 -1.2034 -0.163 0.068 -0.008
C -0.1000 -2.7503 -1.9753 0.083 -0.224 -0.006
C -1.0175 -3.4579 -2.7457 0.170 0.193 0.139
N -1.0775 -4.7839 -2.7910 -0.115 -0.027 -0.010
C -0.2094 -5.4513 -2.0380 0.196 0.029 0.106
C 0.7449 -4.8448 -1.2335 -0.020 0.099 -0.022
H -6.1340 0.6429 4.3814 -0.065 0.060 0.034
H -7.0269 -0.7761 4.9836 -0.054 0.069 0.021
H -5.7322 -0.0717 5.9610 -0.032 0.088 -0.002
H -5.4056 -1.5013 3.2888 0.059 -0.027 -0.067
H -4.0954 -0.6663 4.1611 0.036 -0.044 -0.160
H -4.9483 -3.5263 3.3827 -0.073 0.025 -0.025
H -5.2314 -4.3227 4.9299 -0.002 0.022 0.047
H -2.5959 -3.3017 5.0811 -0.011 0.024 0.031
H -3.0377 -4.9938 4.8681 -0.034 -0.062 -0.113
H -3.0248 -2.3787 2.0566 -0.034 0.145 0.109
H -1.9518 -2.0884 3.4407 0.082 -0.045 0.085
H -1.2610 -2.9264 0.6732 0.041 -0.011 -0.016
H -0.5558 -3.9609 1.9266 0.106 0.043 0.019
H -0.9392 -0.2913 2.4593 -0.112 0.091 -0.076
H -0.9261 -0.6936 0.7322 0.147 -0.002 -0.126
H 2.5602 0.7924 2.7246 0.005 0.054 -0.068
H 1.1459 1.7747 2.9119 0.005 0.026 -0.075
H 0.2145 0.4168 4.5162 -0.027 -0.027 -0.017
H 0.8853 -1.0695 3.9035 0.027 -0.095 -0.032
H 0.9749 -0.8089 6.5512 0.103 -0.124 0.100
H 2.5136 -0.0971 7.1158 -0.032 -0.145 0.028
H 1.1968 1.6292 7.9268 -0.038 0.091 0.012
H 1.1676 2.1297 6.2211 0.069 0.136 0.163
H -0.1642 1.1904 6.8844 -0.034 0.105 0.085
H 3.2987 -2.6841 4.8780 -0.064 0.029 0.056
H 2.5768 -1.9993 3.4224 -0.108 -0.020 0.067
H 4.3331 -1.9742 3.6480 0.013 -0.009 0.048
H -0.4186 2.9692 0.4223 0.025 0.011 0.023
H -1.4259 1.5262 0.4148 -0.036 -0.064 0.092
H -0.7063 2.1101 1.9432 -0.025 0.015 0.036
H 2.5455 -1.2738 1.4944 -0.161 -0.162 0.009
H 2.8239 -2.8422 -0.8411 0.054 -0.081 0.054
H 1.8891 -3.1873 0.6344 -0.036 -0.010 0.065
H -0.0782 -1.6720 -1.9755 -0.014 0.027 -0.041
H -1.7339 -2.9189 -3.3545 -0.046 -0.013 -0.063
H -0.2679 -6.5318 -2.0755 -0.045 -0.061 -0.018
H 1.4156 -5.4510 -0.6375 0.029 -0.022 -0.005
C -0.5508 3.0249 -3.1023 -0.044 -0.025 0.012
C -0.5513 1.7443 -2.5684 -0.006 0.043 -0.020
C -1.3496 0.7857 -3.1753 0.034 -0.003 0.019
N -2.1087 1.0180 -4.2436 0.134 0.111 0.019
C -2.0900 2.2524 -4.7458 -0.042 -0.016 -0.036
C -1.3355 3.2874 -4.2154 0.001 0.005 0.090
H 0.0524 3.8080 -2.6598 0.023 -0.006 -0.011
H 0.0472 1.4902 -1.7026 0.043 -0.036 -0.059
H -1.3850 -0.2235 -2.7801 -0.020 -0.008 -0.008
H -2.7181 2.4192 -5.6142 0.013 0.023 -0.008
H -1.3577 4.2704 -4.6644 0.041 -0.021 -0.056
C 3.9833 4.9416 -6.1210 0.023 0.017 0.000
C 3.2440 5.9632 -6.6963 0.012 -0.021 0.009
C 1.8606 5.8734 -6.6673 -0.052 0.018 -0.021
N 1.1976 4.8567 -6.1195 0.035 0.019 0.046
C 1.9233 3.8827 -5.5725 -0.090 -0.038 -0.013
C 3.3095 3.8774 -5.5454 0.001 0.070 -0.026
H 5.0657 4.9733 -6.1199 -0.011 0.003 -0.003
H 3.7255 6.8142 -7.1585 -0.008 0.004 -0.001
H 1.2500 6.6551 -7.1064 0.021 0.010 -0.005
H 1.3616 3.0650 -5.1347 0.049 -0.030 -0.004
H 3.8406 3.0602 -5.0829 0.053 -0.125 0.045
C -5.1594 -0.0904 -4.0917 -0.080 -0.017 0.091
C -5.4926 -0.3795 -5.4053 0.011 0.015 0.007
C -6.7714 -0.8373 -5.6815 -0.060 0.003 -0.032
N -7.7102 -1.0203 -4.7525 0.096 0.083 0.020
C -7.3774 -0.7367 -3.4948 -0.070 -0.017 0.022
C -6.1264 -0.2747 -3.1150 -0.001 0.017 -0.042
H -4.1672 0.2688 -3.8494 -0.069 -0.059 -0.048
H -4.7708 -0.2556 -6.2013 0.003 -0.007 -0.003
H -7.0623 -1.0753 -6.6996 0.024 -0.004 -0.005
H -8.1569 -0.8879 -2.7553 0.022 -0.004 0.019
H -5.9183 -0.0619 -2.0747 -0.012 -0.006 0.009
C 6.8747 1.1497 -3.8334 -0.019 0.039 -0.058
C 6.5957 0.5432 -5.0496 -0.029 0.019 0.036
C 5.3456 -0.0296 -5.2368 -0.011 0.019 0.008
N 4.3898 -0.0313 -4.3100 0.006 0.025 -0.005
C 4.6684 0.5517 -3.1433 -0.014 -0.031 -0.108
C 5.8871 1.1522 -2.8600 -0.016 -0.006 -0.025
H 7.8385 1.6056 -3.6408 -0.020 -0.065 0.034
H 7.3324 0.5120 -5.8415 -0.006 -0.005 -0.011
H 5.0933 -0.5090 -6.1766 0.023 -0.004 -0.012
H 3.8775 0.5289 -2.4045 0.016 0.026 -0.047
H 6.0566 1.6094 -1.8939 -0.008 -0.006 0.009
C 12.4482 3.1850 -2.1758 0.003 0.001 0.001
C 12.1789 2.5780 -3.3917 0.009 0.007 0.018
C 10.9317 2.0027 -3.5792 -0.031 -0.022 -0.011
N 9.9753 1.9980 -2.6531 0.070 0.060 0.004
C 10.2490 2.5831 -1.4890 -0.040 -0.022 0.005
C 11.4627 3.1887 -1.2021 0.020 -0.005 -0.011
H 13.4094 3.6463 -1.9900 0.003 0.003 0.001
H 12.9177 2.5491 -4.1807 -0.004 -0.004 -0.010
H 10.6842 1.5195 -4.5186 0.022 0.004 -0.007
H 9.4555 2.5627 -0.7501 0.010 0.017 0.013
H 11.6277 3.6497 -0.2382 -0.008 -0.002 0.009
C -0.3544 4.0123 12.5238 -0.001 0.001 0.005
C 0.3969 4.9069 11.7791 -0.012 -0.010 0.008
C 0.7915 4.5355 10.5025 0.013 0.001 -0.026
N 0.4896 3.3627 9.9511 0.003 -0.014 0.003
C -0.2314 2.5132 10.6783 0.004 -0.013 -0.029
C -0.6773 2.7876 11.9624 0.002 0.014 0.008
H -0.6822 4.2648 13.5239 -0.001 0.001 0.003
H 0.6736 5.8738 12.1762 0.005 0.007 -0.007
H 1.3790 5.2098 9.8892 0.005 0.014 0.018
H -0.4627 1.5639 10.2062 -0.015 -0.007 0.018
H -1.2619 2.0578 12.5055 0.000 -0.011 -0.005
C -10.9418 -4.4805 -6.6618 -0.005 0.001 0.000
C -10.4688 -5.5490 -7.4070 -0.004 0.011 0.009
C -9.0967 -5.7174 -7.5207 0.023 -0.001 -0.009
N -8.2047 -4.9081 -6.9549 -0.034 0.011 0.008
C -8.6738 -3.8845 -6.2407 0.022 -0.169 -0.102
C -10.0258 -3.6300 -6.0651 -0.031 0.027 0.016
H -12.0057 -4.3144 -6.5491 -0.002 0.000 0.000
H -11.1460 -6.2392 -7.8918 0.007 -0.010 -0.003
H -8.6899 -6.5431 -8.0949 -0.022 -0.006 -0.008
H -7.9369 -3.2391 -5.7875 0.005 0.035 0.063
H -10.3393 -2.7804 -5.4742 0.026 0.018 -0.002
```
Forces are in eV/Å.

Output
HOMO: -9.16 eV
LUMO: 0.186 eV
Frontier orbital gap: 9.3409 eV